*one*
This record from the Open Molecules 2025 dataset describes 2 unconnected molecules or ions with the total composition C3H5ClS. The level of theory is ωB97M-V/def2-TZVPD.

Last column: natural (NBO) charge in e.
Element x y z (Å)
Cl -0.130 -2.604 1.750  -0.05
S 2.763 1.985 -0.587  -0.33
C -2.186 -0.362 -0.483  -0.42
C -0.459 -0.907 1.285  -0.25
C -1.341 -0.648 0.391  0.03
H -1.979 -0.209 -1.607  0.23
H -3.256 -0.189 -0.331  0.23
H 0.166 -0.290 1.852  0.23
H 3.443 2.616 -1.564  0.16
H 2.979 0.606 -0.706  0.17

Calculated values
Total charge ... 0
E_LUMO ... 0.649 eV
SMILES ... C=C=CCl.S
Orbital gap ... 0.3768 Eh



*two*
This record from the Open Molecules 2025 dataset describes a single C3H5ClS molecule. The level of theory is ωB97M-V/def2-TZVPD.

Last column: natural (NBO) charge in e.
Element x y z (Å)
Cl -3.033 -0.731 -0.143  -0.06
S 2.349 -0.769 -0.118  -0.05
C -1.588 0.322 0.068  -0.16
C -0.438 -0.307 -0.027  -0.24
C 0.865 0.418 -0.279  -0.51
H -1.867 1.333 0.313  0.23
H 1.987 -0.848 1.073  0.10
H 1.026 0.853 -1.276  0.24
H 1.089 1.144 0.544  0.23
H -0.390 -1.414 -0.154  0.24

Calculated values
Total charge ... 0
E_LUMO ... 0.765 eV
SMILES ... SC/C=C/Cl
Orbital gap ... 0.3721 Eh



*three*
This record from the Open Molecules 2025 dataset describes 2 unconnected molecules or ions with the total composition C3H5ClS. The level of theory is ωB97M-V/def2-TZVPD.

Last column: natural (NBO) charge in e.
Element x y z (Å)
Cl 0.159 -2.064 0.659  0.13
S 0.752 1.389 -0.166  -0.02
C 0.277 1.610 1.547  -0.78
C -0.456 -1.482 -1.964  -0.51
C -0.072 -1.250 -0.748  0.03
H -0.747 -2.473 -2.295  0.23
H -0.720 2.040 1.606  0.21
H 1.005 2.276 2.001  0.23
H -0.503 -0.690 -2.689  0.25
H 0.305 0.644 2.049  0.22

Calculated values
Total charge ... 0
E_LUMO (alpha / beta) ... -1.483 / -1.487 eV
Orbital gap (alpha / beta) ... 0.2566 / 0.2564 Eh



*four*
This record from the Open Molecules 2025 dataset describes a single C3H5ClS molecule. The level of theory is ωB97M-V/def2-TZVPD.

Last column: natural (NBO) charge in e.
Element x y z (Å)
Cl -0.750 1.785 1.155  -0.07
S -1.819 -0.416 -0.649  0.12
C 0.896 0.630 -0.728  -0.66
C -0.274 0.287 0.149  -0.07
C -0.705 -1.082 0.669  -0.52
H 1.814 0.090 -0.326  0.22
H -0.071 -2.024 0.436  0.24
H -1.195 -1.216 1.728  0.25
H 0.895 0.316 -1.721  0.24
H 1.208 1.630 -0.713  0.24

Calculated values
Total charge ... 0
E_LUMO ... 0.731 eV
SMILES ... C[C@]1(Cl)CS1
Orbital gap ... 0.3595 Eh



In hartree, relative to the most stable structure: *one* 0.0481; *two* 0.0036; *three* 0.0973; *four* 0.0000.



*one*
This record from the Open Molecules 2025 dataset describes a single C9H11NO2 molecule. The level of theory is ωB97M-V/def2-TZVPD.

Last column: natural (NBO) charge in e.
Element x y z (Å)
O -2.957 -0.519 1.610  -0.62
O -2.939 -1.512 -0.336  -0.61
N -1.698 1.644 0.715  -0.82
C -2.562 -0.561 0.384  0.74
C 0.661 0.018 -0.517  -0.07
C 0.947 -1.336 -0.416  -0.21
C -1.924 0.665 -0.335  -0.16
C -0.564 0.567 -1.095  -0.39
C 2.850 -0.701 0.870  -0.22
C 1.664 1.026 -0.149  -0.21
C 2.037 -1.675 0.376  -0.21
C 2.831 0.683 0.496  -0.20
H -0.726 -0.425 -1.793  0.17
H 1.500 2.201 -0.182  0.23
H 0.005 -1.819 -0.824  0.21
H -2.499 1.780 1.236  0.38
H -0.485 1.578 -1.667  0.26
H -0.822 1.210 1.257  0.37
H 2.277 -2.799 0.487  0.23
H 3.679 1.416 0.798  0.23
H 3.894 -0.946 1.257  0.22
H -2.448 -1.314 -1.241  0.48
H -2.721 0.820 -0.933  0.20

Calculated values
Total charge ... 0
E_LUMO ... 0.229 eV
SMILES ... N[C@@H](Cc1ccccc1)C(=O)O
Orbital gap ... 0.3491 Eh



*two*
This record from the Open Molecules 2025 dataset describes a single C9H11NO2 molecule. The level of theory is ωB97M-V/def2-TZVPD.

Last column: natural (NBO) charge in e.
Element x y z (Å)
O 1.408 -1.981 1.016  -0.72
O 2.891 -0.372 0.538  -0.54
N -1.035 -1.196 -0.272  -0.51
C 1.209 1.684 -0.066  -0.11
C -1.741 -1.622 -1.469  -0.41
C 0.286 2.760 -0.164  -0.21
C -1.739 -1.522 0.974  -0.46
C -1.375 1.254 -0.478  -0.20
C 0.721 0.285 0.006  -0.17
C 1.723 -0.661 0.372  0.74
C -1.012 2.621 -0.286  -0.19
C -0.590 0.098 -0.406  0.15
H -0.985 -1.816 -2.274  0.21
H -2.068 -2.655 -1.238  0.21
H -2.657 -0.816 1.296  0.21
H 0.696 3.787 -0.103  0.21
H -1.005 -1.552 1.893  0.23
H 2.168 1.751 0.214  0.23
H -1.876 -2.651 1.062  0.23
H -1.680 3.391 -0.300  0.22
H -2.573 1.342 -0.642  0.22
H 0.458 -2.006 0.542  0.48
H -2.522 -0.966 -1.873  0.20

Calculated values
Total charge ... 0
E_LUMO ... -0.160 eV
SMILES ... CN(C)c1ccccc1C(=O)O
Orbital gap ... 0.3410 Eh



*three*
This record from the Open Molecules 2025 dataset describes a molecular structure, C9H11NO2. The level of theory is ωB97M-V/def2-TZVPD.

Last column: natural (NBO) charge in e.
Element x y z (Å)
O 0.194 1.055 -3.032  -0.59
O 0.170 0.892 2.421  -0.51
N 1.391 -0.759 -2.969  -0.81
C 0.420 0.050 -2.382  0.64
C 0.200 2.058 -0.085  -0.65
C -0.884 -1.154 1.562  -0.27
C -0.259 0.159 1.411  0.31
C -0.333 -1.746 -0.706  -0.21
C -0.432 0.811 3.712  -0.29
C -0.087 0.615 0.108  -0.02
C -0.072 -0.329 -1.021  -0.11
C -0.699 -2.166 0.515  -0.22
H 0.929 2.423 0.599  0.23
H 1.271 -2.139 -2.891  0.36
H 0.321 2.350 -1.132  0.26
H 1.728 -0.526 -3.901  0.40
H -0.152 -0.198 4.359  0.20
H 0.137 1.713 4.286  0.21
H -0.881 2.555 0.072  0.22
H -0.763 -3.249 0.570  0.23
H 0.032 -2.547 -1.439  0.20
H -1.742 1.106 3.720  0.20
H -0.652 -1.540 2.750  0.21

Calculated values
Total charge ... 0
E_LUMO ... 0.169 eV
Orbital gap ... 0.3258 Eh



In hartree, relative to the most stable structure: *one* 0.0053; *two* 0.0000; *three* 0.0691.



*one*
This record from the Open Molecules 2025 dataset describes 2 unconnected molecules or ions with the total composition CH4FOPS. The level of theory is ωB97M-V/def2-TZVPD.

Last column: natural (NBO) charge in e.
Element x y z (Å)
S 2.356 -1.403 -0.709  -0.36
P 0.962 -0.266 -0.103  1.67
F -1.147 1.676 -1.653  -0.64
O 0.909 1.169 -0.443  -1.04
C -0.455 -0.668 0.937  -1.03
H -1.179 -0.689 0.142  0.28
H -0.223 1.523 -1.198  0.55
H -0.437 -1.626 1.469  0.27
H -0.786 0.282 1.559  0.30

Calculated values
Total charge ... 0
E_LUMO ... -1.000 eV
SMILES ... CP(=O)=S.F
Orbital gap ... 0.3543 Eh



*two*
This record from the Open Molecules 2025 dataset describes a single CH4FOPS molecule. The level of theory is ωB97M-V/def2-TZVPD.

Last column: natural (NBO) charge in e.
Element x y z (Å)
S 0.286 0.324 -0.037  -0.32
P -1.895 0.016 0.813  1.40
F -2.393 -1.000 -0.459  -0.61
O -2.509 1.301 -0.020  -0.97
C 1.976 -0.357 0.158  -0.68
H 2.508 0.492 0.510  0.22
H 2.047 -1.130 0.848  0.22
H 2.310 -0.599 -0.861  0.23
H -2.330 0.954 -0.951  0.51

Calculated values
Total charge ... 0
E_LUMO ... 0.090 eV
SMILES ... CSP(O)F
Orbital gap ... 0.3334 Eh



In hartree, relative to the most stable structure: *one* 0.0000; *two* 0.0142.



*one*
This record from the Open Molecules 2025 dataset describes a molecular structure, C37H52HfN2O3S. The level of theory is ωB97M-V/def2-TZVPD.

Last column: Mulliken charge in e.
Element x y z (Å)
Hf 0.619 -0.378 -0.367  0.02
S 0.655 -2.628 1.226  0.28
O 0.854 -1.970 -1.868  0.12
O 2.540 -0.793 -0.419  -0.64
O 4.080 -0.498 -2.065  -0.55
N -1.401 -0.332 -0.158  1.07
N 0.808 1.028 1.147  0.81
C -3.172 -0.111 3.698  -1.22
C -1.319 0.378 2.206  -0.58
C -3.556 -1.629 -2.966  -0.54
C -1.984 -0.272 1.128  2.15
C -2.783 2.132 -0.982  2.36
C -2.810 3.303 -1.970  -1.95
C 2.523 2.419 -2.561  -2.15
C -1.948 0.461 3.470  -0.93
C -1.643 -3.857 -2.692  -2.28
C 3.732 3.002 0.021  -1.16
C -3.847 2.368 0.103  -1.36
C 4.003 2.527 2.354  -0.59
C -3.824 -0.731 2.624  -1.06
C 2.477 1.005 3.644  1.46
C 4.453 3.133 1.198  -1.65
C -0.072 1.095 2.114  0.20
C 2.036 1.921 4.790  -1.62
C 0.676 3.446 -1.215  -1.53
C 2.816 1.794 2.382  0.95
C 3.042 -0.926 -1.679  -0.46
C -0.355 -2.673 2.705  -0.84
C 3.652 0.120 4.077  -1.72
C -3.253 -0.787 1.369  -0.73
C 2.303 -2.762 1.955  -0.84
C 2.815 -3.006 -2.978  -1.90
C -3.910 0.722 -2.711  -0.56
C 2.118 -1.711 -2.640  1.90
C 2.532 2.317 0.008  0.47
C 1.775 -0.885 -3.863  -1.41
C -2.328 -0.402 -1.296  -1.41
C -4.191 -0.469 -3.361  -1.69
C 1.707 2.326 -1.284  3.43
C -2.630 -1.632 -1.926  1.61
C -2.981 0.793 -1.677  0.98
C -2.105 -2.996 -1.495  1.89
C 2.073 1.759 1.206  0.32
C -3.159 -3.796 -0.715  -1.55
H 3.338 -0.555 4.878  0.41
H 1.688 1.336 5.645  0.42
H -2.792 -4.806 -0.503  0.47
H 2.687 -0.469 -4.290  0.42
H -3.640 -0.054 4.674  0.49
H 4.117 3.449 -0.890  0.43
H 0.313 -2.627 -2.327  -0.28
H -3.870 1.578 0.861  0.16
H -0.905 -4.611 -2.381  0.40
H -3.831 3.514 -2.302  0.57
H -1.399 -2.561 2.413  0.12
H 4.479 0.718 4.466  0.46
H -4.810 -1.160 2.772  0.45
H -4.841 2.417 -0.357  0.38
H 1.660 0.316 3.425  -0.66
H 1.100 -0.062 -3.625  0.08
H 2.210 -3.594 -3.678  0.46
H -4.437 1.621 -3.011  0.37
H -2.206 3.112 -2.862  0.43
H 1.287 -1.509 -4.614  0.52
H 3.767 -2.770 -3.453  0.51
H 3.039 -2.536 1.188  0.26
H 2.406 -2.056 2.780  0.13
H 1.893 2.215 -3.429  0.41
H 2.880 2.530 5.130  0.39
H 1.233 4.381 -1.112  0.47
H 2.432 -3.784 2.309  0.56
H -1.434 0.988 4.272  0.54
H -2.443 4.214 -1.489  0.38
H -0.067 -1.881 3.393  0.15
H 1.094 1.369 -1.387  -1.43
H 4.600 2.600 3.258  0.40
H -1.814 2.118 -0.495  -1.36
H -4.921 -0.493 -4.164  0.42
H -0.201 -3.652 3.156  0.60
H 1.243 2.619 4.501  0.36
H -2.475 -4.419 -3.120  0.57
H -1.250 -3.261 -3.531  0.58
H 0.077 3.498 -2.124  0.43
H 2.871 3.448 -2.665  0.66
H -3.410 -3.328 0.239  0.36
H -3.803 -2.565 -3.463  0.44
H 0.114 1.816 2.904  0.76
H -3.807 -1.214 0.540  0.73
H -3.669 3.320 0.612  0.41
H -1.273 -2.846 -0.823  -0.96
H 4.037 -0.478 3.246  0.36
H 0.012 3.354 -0.353  0.25
H 3.382 1.754 -2.571  0.31
H -4.081 -3.890 -1.298  0.36
H 5.385 3.687 1.200  0.43
H 3.010 -3.599 -2.080  0.38

Calculated values
Total charge ... +2
E_LUMO ... -6.897 eV
Orbital gap ... 0.2598 Eh



*two*
This record from the Open Molecules 2025 dataset describes a molecular structure, C37H52HfN2O3S. The level of theory is ωB97M-V/def2-TZVPD.

Last column: Mulliken charge in e.
Element x y z (Å)
Hf -0.300 -0.381 -0.320  -1.43
S 4.051 -1.415 0.964  0.45
O 0.645 -1.472 0.960  -0.32
O -1.315 -2.377 -0.300  -0.37
O 1.230 -3.431 1.929  -0.54
N -1.970 0.749 -0.246  1.69
N 0.796 1.352 -0.589  0.76
C -0.156 -4.537 -0.428  -1.71
C 4.930 1.264 -1.336  -1.69
C -3.708 0.890 -2.908  -1.52
C -2.139 2.132 -0.165  1.26
C 3.312 1.888 2.625  -1.67
C -2.739 0.516 2.554  1.36
C 2.648 2.556 1.416  1.31
C -4.817 -1.612 -0.603  -0.81
C -3.773 -0.760 -0.951  -0.05
C 0.512 -2.802 1.230  -0.50
C -5.165 -1.810 0.725  -1.50
C 4.366 -3.188 0.823  -1.07
C 2.245 1.254 -0.774  -0.80
C -1.025 2.999 -0.330  0.04
C -3.544 4.086 0.033  -0.78
C 4.457 1.892 -0.198  -0.52
C -1.265 0.139 2.716  -0.10
C 2.927 4.063 1.414  -1.70
C 5.704 -0.870 1.446  -1.12
C 4.058 0.595 -2.182  -0.81
C -4.486 -1.143 1.734  -0.47
C 0.310 2.579 -0.546  0.16
C -3.393 2.712 0.009  -0.35
C 2.153 -0.229 -4.292  -2.01
C 2.699 0.585 -1.918  0.99
C -3.092 -0.108 0.092  -0.06
C -1.216 4.403 -0.302  -1.07
C -3.480 -0.552 -2.437  0.21
C 1.716 -0.137 -2.832  0.93
C 1.461 -1.560 -2.291  -1.18
C 3.103 1.898 0.121  0.83
C -3.421 0.381 3.914  -2.10
C -2.114 -1.066 -2.894  -1.11
C -0.662 -3.461 0.508  1.91
C -2.454 4.950 -0.118  -1.07
C -1.669 -3.977 1.512  -1.70
C -3.440 -0.272 1.444  0.26
H -4.537 4.501 0.165  0.48
H 3.152 0.807 2.626  0.31
H 5.617 0.139 1.846  0.17
H 1.030 3.376 -0.717  0.64
H -4.481 0.631 3.862  0.46
H -5.990 -2.467 0.975  0.47
H -4.203 -1.172 -2.968  0.84
H 4.388 2.076 2.631  0.33
H -2.787 1.571 2.278  0.05
H -1.140 -0.940 2.808  0.09
H 6.088 -1.525 2.227  0.47
H -2.592 6.022 -0.095  0.46
H -0.995 -5.051 -0.901  0.43
H 2.992 -0.917 -4.410  0.40
H 4.446 0.095 -3.060  0.42
H 4.001 4.256 1.396  0.37
H -1.990 -2.138 -2.756  0.34
H 0.665 -2.072 -2.832  0.40
H 3.402 -3.693 0.798  0.18
H 0.490 -4.124 -1.205  0.22
H 6.389 -0.865 0.598  0.30
H -2.237 -2.631 -0.469  0.05
H 1.572 2.414 1.535  -0.27
H 2.904 2.300 3.550  0.50
H -1.171 -4.674 2.183  0.49
H -2.096 -3.164 2.105  0.29
H -2.907 1.559 -2.588  0.19
H 1.335 -0.599 -4.913  0.48
H 2.379 -2.140 -2.382  0.63
H 2.453 0.748 -4.671  0.40
H -4.652 1.281 -2.529  0.40
H -1.945 -0.839 -3.947  0.73
H 1.285 -1.569 -1.203  0.45
H -2.956 1.066 4.623  0.47
H -0.628 0.503 1.897  -0.40
H 0.778 0.434 -2.832  0.19
H -2.477 -4.507 1.002  0.48
H 5.155 2.399 0.459  0.49
H -0.349 5.043 -0.429  0.51
H -3.321 -0.630 4.319  0.43
H 4.910 -3.538 1.700  0.39
H 2.492 4.570 0.548  0.34
H -4.260 2.071 0.116  0.54
H 2.523 4.525 2.316  0.46
H -0.841 0.589 3.614  0.74
H 0.417 -5.265 0.146  0.46
H 5.987 1.290 -1.566  0.45
H -4.785 -1.301 2.762  0.48
H -3.749 0.919 -3.998  0.51
H 4.933 -3.422 -0.077  0.33
H -5.380 -2.108 -1.388  0.50
H -1.298 -0.552 -2.359  0.42

Calculated values
Total charge ... +2
E_LUMO ... -6.971 eV
Orbital gap ... 0.2061 Eh



In hartree, relative to the most stable structure: *one* 0.0000; *two* 0.0111.